Molecular formula: C52H76N2O22
Method: DFT, ωB97M-V/def2-TZVPD

Computed properties:
energy above the lowest of the compared OMol25 structures with the same formula, charge and spin	0.0	kcal/mol
2S+1	1
max |F|	4.03	eV Å⁻¹
Kohn-Sham gap	7.91	eV

Last column: Mulliken charge in e.
Geometry (Å):
N -1.06213 2.65004 5.61241  0.23
C -1.56573 3.17837 6.74855  -0.54
C -2.94598 2.88040 6.73178  -1.14
C -3.26217 2.26989 5.46415  -0.24
C -2.06383 2.07280 4.78999  0.02
H -0.09311 2.71052 5.32786  0.17
H -1.02657 3.64513 7.50138  0.47
H -3.59736 3.24281 7.41639  0.50
H -4.25878 2.02568 5.13962  0.49
H -1.81357 1.69759 3.79942  0.10
N -4.94356 -3.43353 0.90123  0.32
C -6.29418 -3.52732 0.62512  -0.60
C -6.58600 -2.66457 -0.45769  -1.53
C -5.37801 -2.02522 -0.75535  0.36
C -4.35683 -2.55237 0.08037  -1.23
H -4.52163 -4.02708 1.58509  0.25
H -6.82447 -4.37906 1.10887  0.40
H -7.57849 -2.48529 -0.89423  0.44
H -5.25831 -1.29443 -1.57060  0.78
H -3.29037 -2.39854 0.00535  0.62
O 0.59555 -5.12419 -0.97892  -0.64
C 0.24782 -4.60089 -2.02006  0.49
O 1.07175 -3.76540 -2.63527  -0.28
C 0.48170 -3.33646 -3.89736  0.37
C -0.61895 -4.36437 -4.26157  -1.10
C -1.03796 -4.84394 -2.85547  0.37
H 1.31180 -3.37724 -4.68382  0.19
H 0.10383 -2.33562 -3.82076  -0.13
H -0.24325 -5.17021 -4.89222  0.29
H -1.31533 -3.80598 -4.76956  0.53
H -1.32128 -5.91606 -2.81174  0.45
H -1.81300 -4.12330 -2.49601  -0.48
O 0.61485 1.51345 3.27023  -0.26
C 1.70514 1.31809 3.72237  0.09
O 2.13816 2.04427 4.80690  -0.57
C 3.37221 1.57487 5.36236  -0.58
C 3.68454 0.29002 4.57984  -0.92
C 2.73954 0.32734 3.35975  2.75
H 3.29865 1.44492 6.45049  0.30
H 4.07979 2.36014 5.26753  0.30
H 3.54950 -0.71238 4.99435  0.36
H 4.74757 0.27605 4.23883  0.31
H 2.16372 -0.55873 3.19532  -0.69
H 3.16822 0.62788 2.40118  -1.14
O 1.14614 1.39511 -2.01873  -0.05
C 0.59398 1.12253 -0.98975  -0.87
O -0.43503 1.87359 -0.44078  -0.45
C -1.03870 1.12721 0.60961  0.52
C -0.27012 -0.20617 0.81508  1.42
C 0.90354 -0.09375 -0.07698  2.90
H -2.10394 0.92472 0.37225  -0.68
H -1.00758 1.72473 1.53140  -0.06
H -0.97659 -0.96079 0.51981  0.14
H 0.02565 -0.26057 1.85498  -1.34
H 0.99680 -0.95847 -0.79929  -0.94
H 1.85638 0.02575 0.33352  -0.75
O -1.85986 -0.48880 -5.64664  -0.46
C -1.20703 0.51306 -5.67400  0.42
O -0.29306 0.67113 -6.65402  -0.39
C 0.39840 1.88977 -6.48099  -0.99
C 0.02775 2.51241 -5.11299  0.89
C -1.20708 1.71955 -4.77771  0.06
H 0.14370 2.56836 -7.32983  0.30
H 1.45112 1.56459 -6.56902  0.35
H -0.15293 3.63157 -5.12228  0.50
H 0.85711 2.32454 -4.41411  -0.90
H -2.10130 2.31509 -4.93129  0.59
H -1.20179 1.33298 -3.76593  -0.35
O -2.28516 -1.39855 -1.88436  -0.54
C -3.11239 -1.26594 -2.76025  0.28
O -3.70815 -0.07918 -3.02421  -0.36
C -4.51890 -0.12404 -4.23860  -0.46
C -4.52830 -1.61315 -4.68766  -0.93
C -3.68807 -2.35506 -3.61504  0.59
H -4.14691 0.59155 -4.94210  0.30
H -5.53129 0.26173 -3.97100  0.39
H -4.05227 -1.61295 -5.67462  0.30
H -5.59989 -1.98779 -4.78526  0.30
H -2.89488 -2.94030 -4.07418  -0.54
H -4.28834 -2.94267 -2.93542  0.53
O 1.88071 -3.19789 3.01342  -0.54
C 2.48355 -3.13997 1.98749  0.11
O 2.44936 -2.10880 1.13108  0.40
C 3.28773 -2.39685 0.01759  0.88
C 3.55195 -3.90479 -0.05447  -0.20
C 3.31633 -4.30178 1.37554  -0.76
H 4.29284 -1.91048 0.20035  0.09
H 2.85723 -2.00817 -0.89889  -0.84
H 4.61912 -4.02901 -0.38065  0.40
H 2.83106 -4.35809 -0.74151  -0.09
H 4.12331 -4.38210 2.01147  0.36
H 2.66860 -5.23868 1.43806  0.28
O 1.38244 -0.46120 -4.62056  -0.48
C 2.40533 0.04541 -4.19313  -0.03
O 2.82579 1.19753 -4.74977  -0.33
C 3.93940 1.69949 -3.91198  0.25
C 4.48152 0.54653 -3.12490  -0.68
C 3.31935 -0.48301 -3.16036  0.90
H 3.45347 2.38764 -3.21012  -0.54
H 4.63641 2.30252 -4.49945  0.54
H 4.82321 0.73911 -2.12027  0.00
H 5.28469 0.02270 -3.60740  0.25
H 2.85315 -0.49233 -2.17909  -1.16
H 3.57815 -1.47504 -3.35148  1.06
O 4.36199 4.15789 -2.47411  -0.63
C 3.39224 4.34705 -1.77908  0.56
O 3.38650 4.07597 -0.45352  -0.21
C 2.09065 4.28190 0.12319  0.23
C 1.17088 4.85799 -0.90010  -0.13
C 2.06655 4.99032 -2.15672  -0.03
H 2.13000 5.00065 1.06217  0.30
H 1.74641 3.36276 0.56336  -0.35
H 0.74048 5.81189 -0.59171  0.54
H 0.32328 4.13457 -1.03987  -0.18
H 2.26598 6.04609 -2.50097  0.33
H 1.74435 4.44664 -3.07987  -0.20
O 4.19418 0.86536 0.45871  -0.24
C 4.87029 1.82414 0.66574  0.46
O 4.82870 2.63012 1.82285  -0.32
C 5.84210 3.71569 1.88977  -0.42
C 6.89066 3.19629 0.86122  -0.87
C 6.01734 2.43516 -0.17951  -0.22
H 6.30680 3.70490 2.86367  0.36
H 5.30841 4.60580 1.61629  0.26
H 7.58622 2.57405 1.41005  0.34
H 7.52529 3.97340 0.36187  0.35
H 6.43586 1.62938 -0.76508  0.61
H 5.59381 3.24266 -0.84563  -0.18
O -3.09200 -0.07902 3.03200  -0.29
C -4.04598 0.21055 2.40678  0.32
O -4.10717 1.25147 1.41859  -0.33
C -5.42458 1.13586 0.78532  0.22
C -6.40252 0.43811 1.72974  -0.78
C -5.45692 -0.31081 2.63223  -0.37
H -5.26703 0.54638 -0.14743  -0.38
H -5.65111 2.16443 0.42713  0.44
H -7.22205 -0.12143 1.27159  0.39
H -6.95731 1.10361 2.44685  0.29
H -5.40269 -1.33657 2.34819  -0.13
H -5.64550 -0.26690 3.63998  0.76
O -2.97179 -3.91602 3.35824  -0.70
C -2.25588 -3.16205 3.99424  0.21
O -2.76873 -2.52070 5.03700  -0.41
C -1.76830 -1.56502 5.56695  -0.09
C -0.39003 -2.02844 5.01487  0.12
C -0.81684 -2.75501 3.71274  0.81
H -1.86540 -1.56790 6.63790  0.40
H -2.07446 -0.66168 5.17763  -0.09
H 0.04489 -2.74496 5.73697  0.37
H 0.26965 -1.13948 4.88934  -0.40
H -0.26597 -3.65924 3.42500  0.47
H -0.82045 -2.10843 2.82880  -0.61